This record from OMol25 describes a single C7H10O3S molecule at a distorted geometry. The level of theory is the ωB97M-V functional and the def2-TZVPD basis.

XYZ file:
```
21
Properties=species:S:1:pos:R:3:forces:R:3:lowdin_spin:R:1
C 0.64366 3.16656 -0.25938 -0.79 0.51 -0.30 0.445
C 0.19155 1.98709 -1.23408 -0.98 -0.69 2.68 0.314
C -1.11799 -1.57438 -0.17566 -1.61 -3.20 -1.51 0.006
C 0.00329 -2.14060 0.63357 2.11 -2.18 0.80 0.001
C -0.84140 -0.43969 -1.15808 -2.25 -0.19 0.70 0.014
C 0.71923 -1.03434 1.50746 -2.16 -0.82 -2.06 0.005
C -0.15723 0.68770 -0.38021 0.14 2.18 -1.29 0.087
O -0.15035 3.91101 0.33551 0.70 -1.26 -0.18 0.655
O 0.35666 2.11205 -2.39985 0.74 -0.33 -1.45 0.344
O 1.79952 1.36064 1.21801 0.56 0.01 0.03 0.014
S 1.48529 0.19415 0.35610 -0.81 -0.52 1.02 0.037
H 1.72679 3.27465 -0.32438 0.01 0.44 -0.24 0.072
H -1.62582 -2.52320 -0.70155 1.12 2.11 0.59 0.002
H -1.90309 -1.29252 0.46532 -1.05 0.73 1.09 0.000
H -0.27525 -3.08396 1.31852 0.10 2.36 -1.29 0.000
H 0.71240 -2.64031 -0.07576 -0.16 0.55 0.47 0.000
H -0.33228 -0.82773 -1.99964 1.38 -0.01 -0.73 0.000
H -1.86610 -0.21904 -1.64625 1.53 0.47 1.08 0.000
H -0.25605 -0.58512 1.90287 2.16 0.06 0.76 0.000
H 1.53067 -1.47208 2.09872 -0.60 0.54 0.44 0.002
H -0.64351 1.13913 0.51876 -0.14 -0.75 -0.61 0.001
```
Forces are in eV/Å.

DFT total energy = -896.42047 Eh
orbital gap (alpha / beta) = 6.85 / 6.97 eV
LUMO energy (alpha / beta) = 0.5219 / -2.6464 eV
strongest force on any atom = 3.888 eV Å⁻¹
net charge = 0
energy relative to the best compared isomer or geometry (same formula, charge and spin) = 33.1 kcal per mole
<S²> = 2.0126
spin multiplicity = 3